{
  "formula": "C26H72Cl6N11O7P3",
  "method": "ωB97M-V/def2-TZVPD",
  "energy_ha": -5948.024357,
  "smiles": "CN(C)P(=O)(N(C)C)N(C)C.CN(C)P(=O)(N(C)C)N(C)C.CN(C)P(=O)(N(C)C)N(C)C.C[N+](=O)[O-].C[N+](=O)[O-].ClCCCl.ClCCCl.ClCCCl",
  "de_lowest_kcal_mol": 0.00,
  "homo_lumo_gap_ev": 8.209,
  "e_lumo_ev": 0.32,
  "e_homo_ev": -7.89,
  "species": ["O", "P", "N", "C", "C", "N", "C", "C", "N", "C", "C", "H", "H", "H", "H", "H", "H", "H", "H", "H", "H", "H", "H", "H", "H", "H", "H", "H", "H", "O", "P", "N", "C", "C", "N", "C", "C", "N", "C", "C", "H", "H", "H", "H", "H", "H", "H", "H", "H", "H", "H", "H", "H", "H", "H", "H", "H", "H", "O", "P", "N", "C", "C", "N", "C", "C", "N", "C", "C", "H", "H", "H", "H", "H", "H", "H", "H", "H", "H", "H", "H", "H", "H", "H", "H", "H", "H", "C", "N", "O", "O", "H", "H", "H", "C", "N", "O", "O", "H", "H", "H", "Cl", "C", "C", "Cl", "H", "H", "H", "H", "Cl", "C", "C", "Cl", "H", "H", "H", "H", "Cl", "C", "C", "Cl", "H", "H", "H", "H"],
  "xyz": [[-1.2477, -4.1291, -1.7546], [-1.0709, -4.7219, -3.0811], [-2.3253, -4.5343, -4.1845], [-2.2392, -4.9509, -5.5769], [-3.6808, -4.4595, -3.6350], [-0.6702, -6.3670, -3.0069], [-1.2967, -7.2718, -2.0703], [-0.0461, -7.0605, -4.1313], [0.2828, -4.0964, -3.8718], [1.5882, -4.2603, -3.2107], [0.1753, -2.8099, -4.5461], [-1.1926, -5.0024, -5.8734], [-2.7996, -4.3521, -6.2947], [-2.6411, -5.9677, -5.6709], [-4.0506, -5.3985, -3.2147], [-4.3593, -4.0271, -4.3667], [-3.6385, -3.7525, -2.8017], [-1.5491, -6.7166, -1.1587], [-2.2293, -7.6588, -2.4997], [-0.6409, -8.0615, -1.6998], [-0.8228, -7.3609, -4.8512], [0.6851, -6.4179, -4.6139], [0.3781, -8.0156, -3.8201], [2.3208, -3.6177, -3.6889], [1.4787, -3.9261, -2.1700], [1.9067, -5.3004, -3.1550], [0.1705, -1.9353, -3.8795], [-0.8060, -2.7567, -5.0225], [0.9876, -2.6646, -5.2534], [-1.6870, 1.4200, 0.4750], [-2.9679, 1.0799, 1.1417], [-4.3013, 1.8063, 0.3901], [-5.6216, 1.6965, 0.9741], [-4.1215, 3.0296, -0.3646], [-3.0581, 1.5984, 2.7503], [-3.9469, 1.0410, 3.7823], [-2.1776, 2.6778, 3.2054], [-3.4131, -0.5352, 1.1793], [-4.0698, -1.1942, 0.0555], [-2.7155, -1.4317, 2.0985], [-5.8044, 0.7134, 1.4099], [-6.3471, 1.8051, 0.1649], [-5.7948, 2.4254, 1.7713], [-4.8922, 3.0805, -1.1386], [-3.1381, 3.1427, -0.8137], [-4.2685, 3.9372, 0.2383], [-5.0033, 1.2708, 3.6296], [-3.8682, -0.0451, 3.7228], [-3.6947, 1.4138, 4.7702], [-2.6099, 3.6423, 2.9109], [-2.0122, 2.6628, 4.2783], [-1.2328, 2.6178, 2.6615], [-4.5278, -0.4642, -0.6051], [-3.3080, -1.7447, -0.5071], [-4.8057, -1.9199, 0.4049], [-2.2461, -0.9360, 2.9430], [-2.0276, -2.0833, 1.5541], [-3.4965, -2.0816, 2.5112], [4.6886, 3.2097, 5.0431], [3.5902, 3.8590, 4.2799], [2.2166, 4.2043, 5.1924], [2.4073, 4.7711, 6.5229], [0.9913, 4.6147, 4.5227], [3.0574, 2.9624, 2.9793], [3.9284, 2.8768, 1.7953], [2.2084, 1.7873, 3.1971], [4.1481, 5.2897, 3.6161], [3.3467, 6.0512, 2.6526], [5.1677, 6.0642, 4.3281], [1.4677, 4.7231, 7.0753], [2.7375, 5.8076, 6.4259], [3.1122, 4.2076, 7.1300], [0.9452, 5.6954, 4.3548], [0.1514, 4.3062, 5.1514], [0.8386, 4.1336, 3.5585], [4.3476, 3.8444, 1.5378], [4.6612, 2.0913, 1.9818], [3.2510, 2.6267, 0.9749], [1.4293, 1.9797, 3.9277], [1.9695, 1.3907, 2.2103], [2.8342, 0.9874, 3.6263], [2.8320, 6.8552, 3.1873], [4.0063, 6.4486, 1.8795], [2.6197, 5.3962, 2.1836], [5.5976, 6.7333, 3.5841], [5.8624, 5.4093, 4.8443], [4.6920, 6.6753, 5.1067], [-0.2441, -1.4306, -0.5955], [0.7282, -0.3107, -0.7145], [0.5174, 0.4698, -1.6165], [1.7110, -0.3154, -0.0102], [-0.2491, -2.0223, -1.5072], [-1.1938, -0.9175, -0.4603], [0.0521, -2.0875, 0.2155], [0.3910, 3.3855, -0.8804], [0.9215, 4.4989, -0.0961], [1.9396, 5.0524, -0.4888], [0.3958, 4.7590, 0.9740], [0.6856, 2.4070, -0.5183], [0.6648, 3.4426, -1.9285], [-0.6875, 3.4779, -0.7616], [1.7638, 0.0688, -5.4616], [1.0449, 1.5771, -4.7882], [0.4873, 2.5190, -5.8101], [-1.0440, 1.9707, -6.5013], [1.8764, 2.0318, -4.2503], [0.3877, 1.2834, -3.9723], [1.1529, 2.6554, -6.6595], [0.1864, 3.4946, -5.4333], [3.6690, 1.7734, -2.3299], [4.7193, 1.0667, -1.0530], [5.8278, 0.2760, -1.6951], [7.0286, 1.3295, -2.5059], [3.9875, 0.4474, -0.5380], [5.0494, 1.8757, -0.4116], [5.4218, -0.3656, -2.4773], [6.3875, -0.4131, -1.0656], [-2.2588, -5.1779, 3.2858], [-1.7702, -6.0274, 1.7819], [-0.2717, -6.2544, 1.6765], [0.5146, -4.7368, 1.1233], [-2.1247, -5.3487, 1.0073], [-2.3512, -6.9342, 1.6171], [-0.1345, -6.9921, 0.8887], [0.2021, -6.5619, 2.6014]],
  "forces_ev_per_a": [[-1.2, 0.0, 0.8], [1.7, -0.9, -1.7], [-0.2, 0.7, 0.4], [0.3, -1.2, 0.3], [0.6, 0.8, 0.7], [1.0, 0.2, 0.3], [-0.7, 1.0, 0.7], [-1.0, 0.0, -0.3], [0.0, -0.3, -0.5], [-0.9, 0.1, 1.0], [-1.0, 0.3, 0.2], [0.0, 0.2, -0.1], [0.0, 0.5, 0.4], [0.0, -0.1, -0.1], [-0.1, -0.2, -0.4], [-0.1, -0.3, -0.1], [-0.2, -0.1, 0.0], [-0.2, 0.1, -0.2], [0.1, -0.4, 0.2], [0.1, -0.2, -0.6], [0.2, 0.2, -0.2], [0.0, -0.2, -0.1], [0.4, 0.2, 0.3], [0.1, -0.2, -0.2], [0.3, 0.0, 0.0], [0.1, 0.0, -0.3], [0.3, -0.2, 0.2], [0.3, 0.0, -0.4], [-0.1, -0.2, -0.2], [-0.4, 0.1, 0.3], [-1.2, 0.3, 0.5], [1.0, -0.6, -0.2], [0.0, -0.3, -0.1], [-0.3, 0.6, 0.0], [0.6, -0.6, 0.6], [-0.2, -0.4, -1.1], [-0.1, 0.4, -1.3], [0.2, 1.3, 0.5], [0.7, -0.1, 0.1], [-1.0, -0.7, -0.4], [0.3, -0.1, 0.0], [-0.2, 0.3, 0.2], [-0.1, 0.2, -0.1], [0.1, -0.1, -0.2], [0.0, -0.5, 0.0], [0.0, -0.1, 0.2], [0.0, 0.2, -0.1], [-0.2, 0.0, 0.5], [0.3, -0.1, 0.0], [0.1, 0.1, 0.4], [0.0, -0.2, 0.0], [0.1, 0.0, 0.2], [-0.1, 0.0, 0.1], [-0.2, -0.1, -0.2], [-0.1, 0.1, 0.1], [0.3, 0.2, -0.3], [0.3, 0.1, 0.2], [0.2, -0.2, 0.2], [-0.6, 0.5, 0.3], [0.9, -0.1, 0.1], [0.2, -1.1, -0.5], [-0.1, -0.1, -0.2], [-0.2, 0.0, 0.3], [-0.6, 1.2, 0.1], [-1.2, -0.2, 0.6], [1.9, -0.4, 0.1], [0.0, -0.5, -0.4], [0.4, -0.3, 0.8], [-1.1, -0.1, 0.0], [-0.1, 0.2, -0.2], [0.0, 0.2, 0.4], [0.3, -0.1, -0.4], [-0.1, 0.1, 0.1], [-0.1, 0.2, 0.0], [0.3, 0.0, 0.0], [0.4, -0.1, 0.3], [0.4, 0.1, -0.4], [0.3, -0.3, -0.2], [-0.4, 0.1, -0.5], [-0.9, 0.2, 0.1], [-0.1, 0.0, 0.2], [-0.1, 0.2, -0.3], [-0.1, 0.2, 0.0], [-0.1, 0.1, -0.1], [0.5, 0.0, 0.2], [0.3, 0.0, -0.4], [0.1, 0.2, 0.0], [-0.1, 0.1, 0.3], [0.0, -1.1, -1.0], [0.0, 0.4, 0.0], [0.3, 0.3, 0.5], [0.1, 0.3, -0.2], [-0.1, -0.3, 0.1], [-0.1, 0.3, 0.2], [-1.4, -0.2, -0.6], [1.7, 0.2, 0.7], [-0.5, -0.1, -0.1], [-0.3, -0.1, -0.4], [0.3, 0.3, 0.5], [0.3, 0.4, 0.1], [0.0, -0.3, -0.1], [-0.3, 0.4, -0.2], [0.8, -0.1, 1.0], [-0.3, 0.2, -0.4], [-0.7, -0.6, -0.3], [0.1, 0.3, -0.3], [-0.5, -0.1, -0.4], [0.2, 0.0, 0.2], [0.6, 0.0, 0.5], [0.2, 0.3, -0.1], [-0.5, -0.2, -0.2], [0.1, -0.5, -0.7], [0.0, 0.0, 0.1], [0.4, -0.3, 0.3], [0.2, 0.0, -0.1], [-0.1, 0.2, -0.1], [-0.1, 0.4, 0.6], [0.1, -0.4, 0.0], [-0.3, 0.6, -0.3], [-0.6, 0.4, -0.5], [0.2, -0.2, 0.2], [0.4, 0.0, -0.2], [0.1, -0.2, 0.6], [0.3, 0.0, 0.1], [-0.1, -0.1, 0.0]],
  "mulliken_charge": [-0.355, -0.068, 0.388, -1.159, -0.712, 0.482, -0.805, -1.052, 0.295, -1.012, -0.895, 0.378, 0.336, 0.357, 0.245, 0.359, 0.025, -0.053, 0.297, 0.369, 0.241, 0.363, 0.347, 0.480, 0.180, 0.299, 0.187, 0.273, 0.335, 0.129, -0.646, 0.395, -1.267, -0.897, 0.514, -0.840, -0.861, 0.460, -1.079, -0.967, 0.349, 0.413, 0.278, 0.318, 0.084, 0.315, 0.225, 0.296, 0.367, 0.277, 0.372, 0.092, 0.319, 0.240, 0.307, 0.410, -0.018, 0.453, -0.881, 0.064, 0.345, -1.001, -0.739, 0.785, -0.986, -1.028, 0.285, -1.034, -0.968, 0.341, 0.329, 0.288, 0.191, 0.428, 0.038, 0.413, 0.384, 0.018, 0.394, 0.179, 0.280, 0.302, 0.376, 0.276, 0.308, 0.292, 0.292, 0.554, 1.128, -0.305, -0.665, -0.535, -0.327, -0.085, -0.124, 1.044, -0.588, -0.592, 0.122, 0.266, -0.121, -0.189, 0.381, -0.435, -0.217, -0.104, -0.034, 0.349, 0.304, -0.130, -0.171, -0.388, -0.205, 0.021, 0.242, 0.272, 0.375, -0.195, -0.269, -0.359, -0.121, -0.038, 0.411, 0.174, 0.412]
}